# 1
Entry from the OMol25 dataset: 12 unconnected molecules or ions with the total composition C29H55Br26F5O3S in a non-equilibrium geometry (ωB97M-V/def2-TZVPD).

* net charge: 0

Geometry as XYZ:
```
119
Properties=species:S:1:pos:R:3:forces:R:3:lowdin_charge:R:1
Br 4.68470 -7.87719 1.33368 -0.005 -0.027 -0.088 0.622
H -7.02170 1.30849 -9.46083 0.074 0.004 0.041 0.020
Br -6.39559 -8.48638 -0.45247 0.104 0.114 0.035 0.615
H 7.20137 -3.48594 -2.64074 0.081 0.260 0.366 0.084
Br 1.70486 -9.17936 -0.42551 -0.021 0.097 0.093 0.629
C 4.62181 9.60545 8.93249 -0.035 0.297 -0.119 -0.694
C 3.46264 2.07304 2.37875 0.265 0.221 0.005 -0.675
H -9.90288 -6.10894 -2.62795 0.037 0.015 -0.074 0.059
Br -1.13336 -6.93513 2.75801 -0.043 -0.003 -0.040 0.616
H 4.13037 -7.63551 -1.08193 -0.097 -0.016 0.014 0.052
Br -2.73777 7.39751 4.82901 -0.066 0.050 0.085 0.604
H 4.15033 2.39331 4.42013 0.021 -0.007 -0.113 0.054
Br -0.53089 -3.31044 2.63796 0.108 -0.080 -0.008 0.623
S 5.86904 -1.34559 -1.98338 0.976 -0.612 -0.306 0.806
F 3.71018 -3.16062 -0.18059 -0.317 0.474 0.083 0.129
C 0.60992 4.59222 1.49604 0.072 0.195 -0.281 -0.670
C 3.62409 -2.52054 -1.38359 0.392 -1.740 0.029 -0.571
Br -2.15046 -4.20346 -6.03849 -0.046 0.018 0.036 0.626
H -7.21835 2.99472 -8.94498 0.061 -0.012 0.064 0.051
C -7.03014 1.98050 -8.60474 -0.155 -0.241 -0.017 -0.703
F 1.47162 -3.61826 -1.44066 -0.274 0.025 0.022 0.166
Br 5.45215 1.08194 -0.98262 0.533 2.354 -1.322 0.657
Br 3.18143 10.91461 8.99170 0.000 -0.074 0.077 0.598
H -0.26502 6.44607 2.22334 0.043 -0.052 -0.048 0.046
H -0.71589 -5.40908 -3.77094 -0.029 0.057 -0.083 0.058
C 4.32929 8.51248 7.93908 0.056 -0.234 0.079 -0.689
H 1.10429 -5.13603 2.18118 -0.077 -0.032 0.018 0.048
H -1.29077 5.01036 2.39875 0.038 -0.009 -0.046 0.060
O 7.22264 -1.90281 -1.21886 -1.318 -0.934 -0.681 -0.359
H 8.61508 -3.42026 -1.58683 -0.363 0.210 0.271 0.096
Br 3.02733 7.24873 8.64034 -0.058 -0.001 -0.026 0.583
C -3.25169 -2.21117 -9.15957 0.265 0.060 0.105 -0.708
H -3.49024 -2.60765 -11.25434 0.003 -0.005 0.059 0.059
H 0.07997 -4.06889 -2.93773 -0.042 0.035 -0.059 0.009
H 1.70402 -6.73954 -0.78662 0.078 0.024 -0.002 0.047
C 0.27646 -4.74545 1.59482 -0.129 0.285 -0.094 -0.712
H -2.78604 -1.01474 -10.91492 -0.004 -0.021 0.083 0.051
O 6.27083 -1.15826 -3.35094 -0.235 -0.345 0.029 -0.348
C -9.12838 -6.83834 -2.85891 -0.280 -0.130 0.134 -0.696
Br 5.09860 1.12231 1.91924 -0.415 -0.126 1.899 0.644
H -0.35113 -6.46830 0.46735 -0.040 0.045 -0.013 0.016
Br -9.77958 -8.51735 -2.12678 -0.013 0.025 -0.046 0.593
H 7.82013 1.75285 -1.22759 -0.043 -0.007 0.036 0.070
C -3.50029 -1.75827 -10.57348 -0.226 -0.114 -0.102 -0.687
H 0.15969 4.53098 0.50662 -0.026 0.016 0.047 0.062
Br -2.85729 -0.70552 -7.99250 -0.062 0.004 0.033 0.615
H 6.77449 2.83038 -2.17428 -0.011 0.036 0.067 0.059
H 7.00370 -3.95563 -0.92507 0.363 0.250 -0.200 0.091
C -1.04695 8.72239 10.17290 -0.212 -0.141 -0.126 -0.721
Br 5.60114 4.71567 -0.23915 0.018 -0.146 0.064 0.610
H -1.61278 7.68927 12.00110 -0.012 0.043 -0.075 0.050
H -1.21171 -2.46334 -4.52397 -0.007 -0.059 0.056 0.057
H 7.92614 3.89895 -0.09733 -0.005 -0.056 -0.071 0.060
C 3.72389 -7.15471 -0.19680 0.145 0.176 0.241 -0.696
C -0.77628 -4.35049 -3.53256 -0.180 0.025 0.054 -0.687
H 0.82311 3.58925 1.85633 -0.052 0.049 0.052 0.041
C -5.10914 -7.42682 -1.45925 -0.269 -0.066 -0.046 -0.704
C -2.18063 9.22116 5.22019 -0.133 -0.066 -0.269 -0.681
H -1.02989 7.89051 9.47061 0.026 0.006 0.043 0.039
Br -2.70538 -8.66234 -0.51047 -0.021 -0.029 -0.021 0.617
H 2.46519 2.85393 4.10932 0.019 -0.006 -0.057 0.018
C 7.52837 -3.27093 -1.60969 0.248 -0.518 -0.188 -0.109
H -1.68336 -5.37931 0.89176 0.066 0.043 0.004 0.037
H -2.71419 9.84303 4.50324 0.062 0.007 0.008 0.058
Br -2.30791 -4.12180 -2.35440 -0.008 -0.111 0.038 0.635
H -4.79554 -6.61115 -0.81347 0.087 -0.072 -0.018 0.047
C -3.96198 -8.26993 -1.94641 0.307 0.140 0.011 -0.690
Br -2.83500 9.48273 10.01331 0.088 0.056 -0.046 0.597
F 3.31672 -1.23551 -1.17761 -0.293 -0.073 0.145 0.111
H -0.30294 8.90831 4.16195 -0.087 -0.031 0.027 0.045
H -8.77702 -5.93764 -4.77436 -0.009 -0.011 0.054 0.058
C -0.74015 -5.79710 1.23147 0.090 -0.228 0.120 -0.725
O 4.79474 -2.72428 -2.04702 0.085 0.106 -0.173 -0.175
Br -7.27959 -7.89906 -4.77301 -0.060 -0.044 -0.023 0.617
C -0.26716 5.38003 2.43128 -0.140 -0.199 0.287 -0.689
H -0.42140 10.43885 5.05129 -0.068 -0.014 -0.003 0.059
C 6.91798 2.36256 -1.20475 -0.133 -0.007 0.146 -0.593
Br 0.29525 5.16008 4.28142 0.112 0.044 -0.052 0.605
Br -5.54989 3.30335 -6.54070 -0.014 -0.075 0.042 0.600
H 3.97378 -6.09420 -0.21446 -0.072 -0.012 -0.009 0.042
C -0.77927 8.23846 11.57276 0.257 0.099 0.108 -0.695
H 3.58634 3.07188 1.96206 0.028 -0.026 0.043 -0.009
H 2.65440 1.56414 1.85931 0.018 -0.033 0.080 0.055
H 4.75553 9.23635 9.94521 -0.026 -0.056 -0.063 0.050
H 5.22326 7.92223 7.74457 -0.001 0.043 0.043 0.058
C 3.25157 2.13900 3.86643 -0.345 -0.112 0.100 -0.687
C 2.48824 -3.25818 -2.20187 2.105 1.131 -0.007 -0.555
Br 2.63037 0.42376 4.54871 0.052 0.038 0.058 0.610
Br -5.27289 -0.97270 -10.76722 0.063 0.063 -0.001 0.628
H -2.36959 -2.84759 -9.11061 -0.024 0.016 -0.038 0.044
C -8.91507 -6.92932 -4.34660 0.241 0.157 -0.067 -0.684
H -5.69065 0.92122 -7.25706 -0.059 0.010 -0.062 0.034
Br 0.27254 8.62154 6.56676 0.082 -0.030 -0.090 0.602
Br -8.57509 1.44014 -7.54916 0.006 0.084 -0.021 0.599
H -3.38092 -7.72838 -2.69168 -0.075 0.043 0.016 0.050
H 6.85792 2.89947 0.90302 -0.003 -0.020 -0.053 -0.012
H 0.06691 -3.43362 -5.27883 0.002 -0.026 0.065 0.060
H -5.66931 -7.02470 -2.30231 0.081 -0.059 -0.043 0.012
H 5.50523 10.16713 8.63349 -0.014 -0.059 -0.032 0.057
Br -0.39618 9.71934 12.77787 -0.075 -0.045 0.012 0.598
C 2.23685 -7.34427 -0.05250 -0.123 -0.153 -0.270 -0.719
H -8.22307 -6.58673 -2.31198 0.001 -0.029 -0.058 0.026
H -2.52940 9.45087 6.22353 0.096 -0.017 -0.004 0.044
H 0.11324 7.61528 11.59566 -0.019 0.024 -0.073 0.055
C -5.75295 1.84762 -7.82001 0.165 0.243 -0.038 -0.733
H 1.87133 -7.10713 0.94320 0.118 -0.032 0.011 0.030
H 3.93333 8.88470 6.99804 -0.019 0.054 0.074 0.047
Br 2.32585 5.47302 1.21888 -0.084 -0.027 0.077 0.625
F 3.05087 -4.32256 -2.76427 -0.594 -0.585 0.049 0.183
H -4.27699 -9.22354 -2.36037 -0.083 0.054 0.048 0.052
H -4.09642 -2.73670 -8.72336 -0.008 0.038 -0.072 0.051
H -9.72596 -7.43385 -4.86361 0.014 -0.020 0.087 0.050
C -0.88477 -3.47415 -4.75139 0.069 -0.104 -0.275 -0.685
C -0.69182 9.38409 5.05816 0.095 0.144 0.282 -0.676
H -0.34770 9.48505 9.84174 0.013 -0.039 0.072 0.035
H 0.66599 -4.26264 0.70155 -0.040 -0.035 0.000 0.030
H -4.88969 1.92624 -8.47831 -0.063 -0.047 -0.033 0.039
C 6.98316 3.35470 -0.07326 0.140 0.323 -0.134 -0.693
F 2.11381 -2.43301 -3.17800 -0.710 -0.088 -0.045 0.185
```
Forces are in eV/Å.

# 2
Entry from the OMol25 dataset: a molecular structure, C5H3F6N3O4PdS2Se (ωB97M-V/def2-TZVPD).

* net charge: -2

Geometry as XYZ:
```
25
Properties=species:S:1:pos:R:3:forces:R:3:lowdin_charge:R:1
N -0.39807 1.99440 0.11516 0.251 0.197 0.345 0.022
F 0.30446 -0.84267 3.48798 -0.148 -0.081 -0.085 0.076
S -2.36834 0.88579 -1.53309 -0.043 -0.026 0.002 1.072
Pd -0.00098 -1.72711 0.45551 -0.043 0.070 -0.111 0.791
H -1.14050 3.52709 -1.16995 0.199 -0.002 0.117 0.047
H 0.51749 2.99012 -1.45663 0.003 0.033 -0.045 0.078
O -1.84344 -1.13296 -0.05926 0.004 -0.044 0.103 -0.423
S 2.16528 -0.07782 1.59491 0.246 -0.238 -0.144 0.755
C 0.55673 -4.81894 -0.36641 0.115 -0.717 -0.236 -0.918
O 2.02008 -1.56771 1.27089 -0.307 0.468 0.125 -0.615
Se 0.86424 -6.57444 -0.84637 -0.129 0.649 0.188 0.212
F -0.67195 1.00551 -3.55871 0.003 0.127 0.089 0.094
O -2.56051 2.26811 -2.06250 -0.179 -0.144 -0.137 -0.563
O 3.54796 0.26828 1.99214 -0.096 -0.135 -0.111 -0.519
F -0.27728 -0.69927 -2.30529 -0.059 0.054 -0.110 0.105
C 1.35589 -0.03818 3.31688 0.143 0.002 0.059 -0.739
C -1.07833 0.99106 -0.15864 -0.142 -0.546 -0.048 -0.548
F 0.94003 1.22483 3.54802 -0.060 0.138 0.135 0.060
C -1.24250 0.06379 -2.79078 0.142 -0.081 -0.216 -0.746
F 2.23444 -0.34611 4.28911 0.064 -0.009 0.096 0.072
H 0.17273 3.96222 -0.03598 0.038 0.033 0.011 0.060
N -1.22660 -0.13012 0.64510 -0.005 -0.121 0.051 -0.235
F -2.00067 -0.68711 -3.61551 -0.043 -0.077 0.063 0.081
N 0.35923 -3.71768 -0.07700 0.042 0.154 0.054 -0.069
C -0.22937 3.17894 -0.67957 0.005 0.295 -0.193 -0.150
```
Forces are in eV/Å.

Taking the records one at a time from the top gives HOMO energy values of -9.074, -2.211 eV.
Taking the records one at a time from the top gives orbital gap values of 9.2, 7.0 eV.